{"formula": "C22H37ClNO2P3W", "method": "ωB97M-V/def2-TZVPD", "multiplicity": 3, "charge": 4, "s_squared": 2.018, "fmax_ev_per_a": 13.04, "gap_ha": [0.2049, 0.1677], "species": ["P", "C", "H", "H", "H", "C", "H", "H", "H", "C", "H", "H", "H", "P", "C", "H", "H", "H", "C", "H", "H", "H", "C", "H", "H", "H", "P", "C", "H", "H", "H", "C", "H", "H", "H", "C", "H", "H", "H", "W", "C", "O", "C", "O", "C", "C", "C", "C", "C", "C", "H", "H", "H", "H", "H", "H", "Cl", "C", "C", "C", "C", "N", "C", "H", "H", "H", "H"], "xyz": [[3.527, -0.084, 0.313], [3.906, -0.231, 2.045], [5.002, -0.368, 2.103], [3.380, -1.102, 2.473], [3.592, 0.691, 2.567], [3.497, -1.640, -0.560], [3.176, -1.515, -1.603], [2.820, -2.355, -0.074], [4.523, -2.035, -0.544], [4.452, 1.133, -0.613], [5.498, 0.794, -0.642], [4.375, 2.108, -0.108], [4.057, 1.225, -1.637], [-1.009, 3.252, -0.751], [-0.928, 3.637, 1.021], [-1.317, 4.659, 1.160], [0.114, 3.559, 1.361], [-1.534, 2.902, 1.570], [-0.018, 4.517, -1.596], [-0.110, 4.391, -2.683], [1.036, 4.379, -1.308], [-0.390, 5.500, -1.275], [-2.743, 3.503, -1.233], [-2.956, 4.579, -1.171], [-3.380, 2.927, -0.544], [-2.900, 3.133, -2.256], [-2.831, -1.958, 0.386], [-3.306, -2.080, 2.095], [-4.081, -2.868, 2.136], [-3.711, -1.108, 2.433], [-2.431, -2.359, 2.708], [-4.152, -1.669, -0.783], [-4.919, -2.435, -0.595], [-3.783, -1.747, -1.816], [-4.576, -0.665, -0.628], [-1.783, -3.286, -0.182], [-2.441, -4.101, -0.517], [-1.130, -3.640, 0.627], [-1.152, -2.963, -1.022], [-0.166, 0.601, -1.830], [1.638, 0.622, -0.019], [1.336, 1.330, 0.947], [-1.674, -0.329, -0.008], [-1.829, 0.468, 0.920], [-1.490, 0.400, -3.324], [-0.904, -0.861, -2.987], [0.521, -0.987, -2.888], [1.357, 0.169, -3.050], [0.774, 1.428, -3.394], [-0.650, 1.542, -3.511], [-2.567, 0.492, -3.405], [-1.531, -1.729, -2.819], [0.957, -1.942, -2.635], [2.432, 0.075, -2.924], [1.405, 2.299, -3.523], [-1.098, 2.501, -3.751], [-0.086, -0.640, 5.874], [0.271, -1.406, 4.388], [0.680, -2.749, 4.350], [0.957, -3.310, 3.104], [0.812, -2.511, 1.966], [0.410, -1.254, 2.014], [0.148, -0.677, 3.192], [0.771, -3.301, 5.276], [1.282, -4.344, 2.983], [1.033, -2.925, 0.973], [-0.160, 0.360, 3.223]], "atomic_forces_ev_per_a": [[-1.0, -0.2, -1.2], [-0.4, 0.2, 0.2], [-0.3, 0.1, 0.1], [0.2, 0.3, -0.2], [0.3, -0.3, -0.1], [0.0, -0.3, 0.0], [0.3, 0.1, 0.3], [0.3, 0.2, 0.0], [-0.2, -0.1, -0.1], [0.0, 0.3, 0.2], [-0.1, 0.2, 0.0], [0.2, -0.2, -0.1], [0.2, -0.1, 0.3], [0.4, -1.3, -0.3], [0.1, -0.2, -0.1], [0.2, -0.4, 0.1], [-0.4, 0.2, 0.0], [0.1, 0.4, -0.1], [0.0, -0.3, 0.1], [0.0, 0.3, 0.3], [-0.3, 0.3, -0.1], [0.3, -0.1, -0.3], [0.2, -0.2, 0.0], [-0.2, -0.3, 0.0], [0.1, 0.3, -0.2], [-0.1, 0.3, 0.3], [0.9, 0.2, -1.1], [0.2, 0.4, 0.2], [0.2, 0.3, 0.1], [0.0, -0.5, 0.0], [-0.4, 0.1, -0.3], [-0.2, 0.3, 0.1], [0.0, 0.2, -0.2], [-0.1, -0.1, 0.3], [-0.1, -0.3, 0.0], [0.2, -0.4, 0.1], [0.2, 0.0, 0.1], [-0.3, 0.0, -0.2], [-0.3, -0.1, 0.2], [-1.3, 4.0, 12.3], [-0.7, 2.6, 4.8], [1.0, -2.5, -4.1], [-1.0, 2.7, 4.5], [0.6, -2.7, -3.8], [-1.8, -0.2, -2.0], [-0.3, -1.8, -1.8], [0.9, -2.0, -1.3], [1.5, -1.0, -2.0], [1.2, 1.1, -2.1], [-0.5, 0.9, -2.8], [0.1, 0.1, 0.0], [0.1, 0.2, 0.0], [0.0, 0.0, 0.0], [-0.3, 0.1, -0.1], [-0.1, 0.0, 0.0], [0.1, -0.1, 0.1], [0.0, 0.0, 0.0], [0.0, 0.1, -0.3], [-0.1, 0.4, -0.4], [0.0, 0.0, -0.1], [0.2, -0.9, 0.4], [-0.2, 0.9, -0.5], [0.2, -1.1, 0.5], [0.0, -0.1, -0.1], [-0.1, 0.3, 0.2], [-0.1, 0.1, 0.4], [0.0, 0.1, -0.1]]}

{"formula": "C32H57N2O2P2V", "method": "ωB97M-V/def2-TZVPD", "multiplicity": 4, "charge": 1, "s_squared": 3.772, "fmax_ev_per_a": 7.81, "gap_ha": [0.2026, 0.1975], "species": ["C", "C", "C", "C", "C", "H", "H", "H", "N", "P", "P", "C", "H", "H", "C", "H", "C", "C", "C", "C", "C", "H", "H", "H", "C", "H", "H", "H", "C", "H", "H", "H", "C", "H", "H", "H", "C", "H", "H", "H", "C", "H", "H", "H", "C", "H", "H", "H", "C", "H", "H", "H", "C", "H", "H", "H", "C", "H", "H", "H", "C", "H", "H", "H", "C", "H", "H", "H", "V", "C", "O", "N", "C", "C", "C", "C", "C", "H", "H", "H", "H", "H", "H", "H", "H", "H", "C", "C", "C", "O", "H", "H", "H", "H", "H", "H"], "xyz": [[1.217, 1.304, -2.320], [1.207, 2.781, -0.423], [1.784, 2.277, -3.122], [1.862, 3.760, -1.210], [2.121, 3.505, -2.542], [1.969, 2.016, -4.159], [2.078, 4.704, -0.720], [2.597, 4.256, -3.170], [0.926, 1.561, -1.027], [1.183, -1.434, -1.567], [-0.315, 1.814, 1.731], [0.852, -0.090, -2.820], [-0.224, -0.107, -3.085], [1.412, -0.303, -3.742], [0.759, 2.972, 0.903], [0.994, 3.940, 1.351], [-2.060, 2.590, 1.441], [0.089, 1.937, 3.606], [0.229, -2.991, -2.183], [3.059, -1.671, -1.700], [-3.106, 1.509, 1.761], [-3.183, 1.319, 2.840], [-4.093, 1.854, 1.416], [-2.879, 0.562, 1.253], [-2.333, 3.854, 2.274], [-2.438, 3.661, 3.351], [-1.569, 4.628, 2.106], [-3.297, 4.268, 1.933], [-2.129, 2.991, -0.038], [-3.162, 3.254, -0.311], [-1.493, 3.861, -0.240], [-1.811, 2.171, -0.687], [-1.071, 1.294, 4.393], [-1.312, 0.293, 4.005], [-0.764, 1.176, 5.445], [-1.984, 1.905, 4.391], [1.362, 1.139, 3.899], [1.204, 0.067, 3.710], [2.225, 1.472, 3.304], [1.623, 1.253, 4.967], [0.366, 3.373, 4.060], [-0.480, 4.054, 3.923], [0.595, 3.332, 5.137], [1.245, 3.775, 3.540], [3.444, -2.677, -0.604], [4.538, -2.808, -0.620], [3.149, -2.296, 0.382], [2.980, -3.663, -0.747], [3.765, -0.326, -1.468], [3.677, 0.343, -2.332], [3.378, 0.230, -0.620], [4.821, -0.509, -1.224], [3.547, -2.155, -3.073], [4.635, -1.984, -3.104], [3.384, -3.226, -3.225], [3.088, -1.584, -3.893], [-0.834, -2.571, -3.202], [-0.400, -2.198, -4.141], [-1.458, -3.445, -3.454], [-1.484, -1.805, -2.767], [-0.464, -3.575, -0.938], [-1.189, -2.871, -0.505], [-1.005, -4.489, -1.228], [0.269, -3.843, -0.164], [1.089, -4.077, -2.845], [1.501, -3.734, -3.805], [1.888, -4.447, -2.189], [0.429, -4.932, -3.070], [0.378, 0.093, 0.147], [2.116, -0.102, 1.069], [3.239, 0.135, 1.471], [-1.500, -0.241, -0.643], [-2.536, -0.229, -1.180], [-3.920, -0.291, -1.857], [-4.438, 1.127, -2.117], [-3.800, -1.016, -3.201], [-4.914, -1.037, -0.964], [-4.582, 1.666, -1.170], [-3.734, 1.680, -2.754], [-5.409, 1.094, -2.637], [-3.493, -2.057, -3.044], [-4.760, -1.043, -3.739], [-3.077, -0.493, -3.842], [-5.905, -1.083, -1.443], [-4.577, -2.068, -0.788], [-5.028, -0.521, -0.002], [0.847, -2.389, 3.913], [1.864, -1.922, 2.960], [3.274, -2.252, 3.117], [1.424, -1.482, 1.868], [1.111, -2.314, 4.981], [0.735, -3.457, 3.700], [-0.117, -1.895, 3.755], [3.746, -2.486, 2.138], [3.868, -1.491, 3.685], [3.189, -3.168, 3.741]], "atomic_forces_ev_per_a": [[0.1, 0.6, 0.0], [-1.0, -0.7, 0.9], [-0.4, -1.4, -0.1], [0.2, 0.1, -0.7], [0.1, 0.7, 0.7], [0.1, 0.3, 0.1], [0.1, -0.1, -0.3], [-0.1, 0.0, 0.2], [0.4, 0.5, -0.6], [0.5, 0.0, -1.2], [0.0, 2.0, 0.1], [0.1, 0.1, -0.6], [0.6, 0.0, 0.2], [-0.2, 0.1, 0.1], [0.7, 0.2, -0.3], [-0.1, -0.3, -0.1], [0.3, -0.3, 0.6], [-0.3, -0.1, -0.5], [0.3, 0.2, 0.1], [-0.3, -0.2, -0.3], [-0.3, 0.1, 0.0], [0.0, 0.0, -0.4], [0.1, -0.1, 0.1], [-0.1, 0.2, 0.2], [-0.3, 0.0, -0.1], [0.1, 0.0, -0.4], [-0.2, -0.3, 0.1], [0.2, 0.0, 0.1], [0.1, 0.0, 0.0], [0.2, 0.0, 0.2], [-0.1, -0.3, 0.0], [0.0, 0.3, 0.0], [0.1, 0.1, 0.2], [0.0, 0.3, 0.1], [-0.1, 0.0, -0.2], [0.4, -0.2, 0.0], [0.3, -0.2, 0.0], [0.0, 0.5, 0.2], [-0.3, 0.0, 0.2], [-0.1, 0.0, -0.4], [-0.1, 0.0, 0.2], [0.3, -0.2, 0.0], [0.0, 0.1, -0.3], [-0.2, -0.1, 0.1], [0.2, 0.1, 0.0], [-0.3, 0.0, 0.1], [0.1, -0.2, -0.4], [0.2, 0.3, 0.1], [-0.2, 0.4, 0.3], [0.2, -0.3, 0.0], [0.1, 0.0, -0.4], [-0.2, 0.0, -0.3], [0.2, -0.3, 0.1], [-0.3, 0.0, -0.1], [0.1, 0.3, -0.1], [0.2, -0.2, 0.1], [-0.2, 0.1, 0.1], [-0.1, -0.1, 0.3], [0.2, 0.2, 0.1], [0.3, -0.3, -0.3], [0.0, -0.1, 0.0], [0.2, -0.2, -0.1], [0.1, 0.2, 0.1], [-0.2, 0.0, -0.1], [-0.1, -0.2, 0.0], [-0.1, -0.2, 0.4], [-0.2, 0.1, -0.3], [0.2, 0.2, 0.1], [-1.3, -1.8, 1.3], [6.9, 3.2, 1.6], [-4.9, -1.3, -1.4], [-2.7, 0.2, -1.5], [0.3, -0.4, 0.4], [0.0, 0.1, -0.1], [0.2, 0.6, 0.2], [0.3, -0.3, -0.3], [0.1, -0.2, 0.6], [0.1, -0.1, -0.3], [-0.2, 0.0, 0.2], [0.4, -0.2, 0.2], [0.0, 0.3, -0.2], [0.2, 0.2, 0.4], [-0.1, -0.3, 0.1], [0.5, 0.1, 0.0], [-0.1, 0.2, 0.1], [0.0, -0.2, -0.2], [-0.6, -0.1, 1.1], [-1.1, 0.1, -1.9], [1.0, -0.6, 0.7], [-0.7, -1.7, 1.7], [0.2, 0.0, -0.5], [-0.1, 0.0, 0.0], [0.3, -0.1, -0.1], [-0.2, 0.4, 0.9], [-0.6, -0.5, -0.5], [0.8, 0.4, -0.2]]}

{"formula": "BaFHO2P", "method": "ωB97M-V/def2-TZVPD", "multiplicity": 2, "s_squared": 0.753, "fmax_ev_per_a": 4.52, "gap_ha": [0.1843, 0.3123], "species": ["P", "O", "O", "F", "Ba", "H"], "xyz": [[-2.216, -0.868, -0.021], [-2.861, 0.639, 0.302], [-0.731, -0.177, 0.309], [3.707, 0.726, -0.516], [1.659, 0.091, -0.150], [-1.872, 1.152, 0.526]], "atomic_forces_ev_per_a": [[1.8, 2.7, 0.9], [2.2, 1.4, 0.5], [0.0, -1.9, -0.6], [0.8, 0.3, -0.1], [-0.8, -0.4, 0.2], [-3.9, -2.2, -0.9]]}

{"formula": "C4H4N2O", "method": "ωB97M-V/def2-TZVPD", "smiles": "O=Cc1cnc[nH]1", "e_above_lowest_ev": 0.744, "fmax_ev_per_a": 1.63, "gap_ha": 0.3486, "species": ["O", "C", "C", "C", "N", "C", "N", "H", "H", "H", "H"], "xyz": [[-2.114, -1.542, 0.018], [-1.881, -0.347, -0.028], [-0.485, 0.179, -0.021], [0.270, 1.363, -0.079], [1.592, 1.105, 0.114], [1.690, -0.196, 0.176], [0.492, -0.800, 0.116], [-2.729, 0.361, -0.057], [0.203, 2.337, -0.551], [2.653, -0.676, 0.100], [0.311, -1.788, 0.211]], "atomic_forces_ev_per_a": [[0.4, 0.7, 0.0], [0.2, 0.1, -0.1], [0.3, -0.3, -0.1], [0.1, -0.1, -0.5], [-0.1, -0.2, -0.6], [0.3, -0.1, 0.0], [0.2, 0.0, 0.2], [0.3, 0.1, -0.1], [-1.5, 0.1, 0.7], [-0.2, -0.5, 0.5], [-0.2, 0.1, 0.0]]}